1.
Molecular formula: C5H10N2PS
Method: DFT, ωB97M-V/def2-TZVPD

Geometry (Å):
C (2.606, 0.993, -0.626)
C (2.059, 2.028, 0.193)
C (-2.288, 0.346, -0.501)
C (-3.316, -0.752, -0.203)
C (-0.937, -1.482, 0.588)
N (1.643, 0.670, 0.371)
N (-1.968, -0.923, 0.156)
P (0.913, -0.745, 1.059)
S (1.799, -2.194, -0.052)
H (2.220, 0.936, -1.693)
H (3.605, 0.639, -0.342)
H (2.551, 2.667, 1.028)
H (1.284, 2.598, -0.311)
H (-1.799, 0.536, -1.466)
H (-2.435, 1.199, 0.187)
H (-4.083, -0.513, 0.556)
H (-3.630, -1.437, -0.933)
H (-1.023, -2.378, 1.210)
H (2.797, -2.187, 0.776)

Forces on the atoms, in the same order (eV/Å):
C 0.96 -1.67 -2.18
C -1.45 3.25 2.31
C -0.54 -0.41 0.19
C -0.91 1.00 0.38
C 2.15 0.17 1.12
N -1.48 -2.66 1.38
N 0.56 2.09 0.08
P -0.46 2.48 -0.03
S -0.55 -0.76 -1.20
H 1.07 0.03 1.28
H -0.26 0.08 -0.83
H -0.48 -1.67 -1.46
H 0.11 0.35 0.09
H -0.59 -0.25 0.37
H 0.58 -0.55 -0.44
H 0.75 -0.29 -0.21
H -0.45 -0.64 -1.09
H -0.24 -0.30 -0.45
H 1.24 -0.23 0.70

Computed properties:
Orbital gap = 8.33 eV
Relative energy (zero: lowest compared OMol25 entry of this formula, charge and spin) = 314.35 kJ/mol
Maximum force = 4.2 eV/A
Charge = +1

=====

2.
Molecular formula: C6H9Cl15
Method: DFT, ωB97M-V/def2-TZVPD

Geometry (Å):
C (0.550, 0.597, 0.293)
Cl (-0.702, -0.191, -0.711)
Cl (-0.006, 2.263, 0.513)
Cl (2.112, 0.582, -0.575)
H (0.665, 0.067, 1.239)
C (-1.710, 2.362, -2.996)
Cl (-0.737, 1.309, -4.054)
Cl (-3.456, 2.151, -3.403)
Cl (-1.194, 4.123, -3.036)
H (-1.483, 2.094, -1.964)
C (3.031, 2.359, -3.907)
Cl (2.259, 3.746, -3.182)
Cl (4.805, 2.608, -3.839)
Cl (2.440, 2.210, -5.560)
H (2.746, 1.506, -3.291)
C (-0.959, -1.959, 4.772)
Cl (-1.637, -3.389, 3.911)
Cl (-0.735, -0.592, 3.618)
H (-1.758, -1.649, 5.446)
H (-0.003, -2.145, 5.261)
C (3.281, -2.931, 1.908)
Cl (3.364, -3.855, 0.394)
Cl (1.679, -2.280, 2.229)
H (3.480, -3.586, 2.756)
H (4.119, -2.234, 1.938)
C (-3.872, -0.631, 0.401)
Cl (-4.522, -0.955, 2.070)
Cl (-5.192, -0.536, -0.772)
H (-3.407, 0.354, 0.437)
H (-3.157, -1.398, 0.103)

Forces on the atoms, in the same order (eV/Å):
C -0.30 0.23 -0.90
Cl 0.47 -0.34 0.29
Cl 0.28 0.01 0.38
Cl -0.25 -0.10 0.33
H -0.05 0.15 -0.17
C -0.43 -0.36 -0.16
Cl -0.24 0.86 0.37
Cl 1.51 0.58 0.52
Cl -0.02 -0.97 -0.56
H -0.41 -0.19 -0.22
C 0.64 -0.52 -0.42
Cl -0.28 0.71 0.34
Cl -1.17 -0.02 0.04
Cl 0.18 -0.06 0.49
H 0.19 -0.06 -0.32
C -0.87 0.06 -0.62
Cl 0.65 0.48 0.42
Cl -0.06 -0.17 0.33
H 0.44 0.01 0.06
H -0.28 -0.24 -0.23
C 0.75 -0.87 0.62
Cl -0.04 0.22 0.25
Cl 0.15 0.41 -0.20
H -0.13 -0.33 -0.36
H -0.63 0.55 -0.38
C -0.39 0.33 0.78
Cl 0.53 0.03 -0.96
Cl 0.14 -0.11 -0.06
H -0.02 -0.26 0.07
H -0.34 0.00 0.25

Computed properties:
Multiplicity = 2
Orbital gap (spin up / spin down) = 9.34 / 2.06 eV
Relative energy (zero: lowest compared OMol25 entry of this formula, charge and spin) = 0.00 kJ/mol
Maximum force = 1.7 eV/A
<S²> = 0.75
Charge = +1

=====

3.
Molecular formula: C46H42BrN6O3S2W
Method: DFT, ωB97M-V/def2-TZVPD

Geometry (Å):
W (0.432, -0.255, -0.031)
O (3.887, 0.982, 2.358)
C (3.678, 2.322, 2.422)
C (4.646, 3.107, 3.037)
C (4.482, 4.479, 3.115)
C (3.361, 5.091, 2.567)
C (2.402, 4.306, 1.952)
C (2.533, 2.923, 1.888)
C (1.423, 2.111, 1.279)
O (1.860, 0.941, 0.648)
N (0.509, 1.660, 2.336)
N (-0.388, 0.704, 1.884)
C (-1.341, 0.404, 2.679)
C (-2.327, -0.681, 2.508)
Br (-3.501, -0.569, 1.036)
C (-2.368, -1.641, 3.435)
C (-3.149, -2.876, 3.568)
C (-4.363, -3.148, 2.930)
C (-4.994, -4.369, 3.112)
C (-4.433, -5.340, 3.929)
C (-3.241, -5.075, 4.589)
C (-2.616, -3.853, 4.416)
H (3.264, 0.638, 1.694)
H (5.524, 2.621, 3.440)
H (5.244, 5.078, 3.596)
H (3.244, 6.165, 2.613)
H (1.527, 4.768, 1.506)
H (0.887, 2.736, 0.550)
H (0.055, 2.419, 2.831)
H (-1.391, 0.942, 3.626)
H (-1.615, -1.527, 4.213)
H (-4.833, -2.404, 2.307)
H (-5.938, -4.559, 2.618)
H (-4.931, -6.291, 4.066)
H (-2.807, -5.815, 5.248)
H (-1.689, -3.645, 4.937)
C (1.480, -2.667, 3.582)
C (0.819, -3.865, 3.334)
C (-0.001, -3.980, 2.228)
C (-0.140, -2.906, 1.345)
C (0.564, -1.714, 1.548)
C (1.350, -1.607, 2.697)
C (-1.025, -2.962, 0.177)
C (-1.992, -3.986, 0.041)
C (-2.818, -4.000, -1.032)
C (-2.653, -3.035, -2.050)
C (-3.424, -3.062, -3.235)
C (-3.190, -2.167, -4.238)
C (-2.164, -1.216, -4.090)
C (-1.425, -1.144, -2.941)
C (-1.663, -2.043, -1.875)
N (-0.911, -1.975, -0.714)
H (2.105, -2.564, 4.460)
H (0.936, -4.703, 4.010)
H (-0.522, -4.913, 2.060)
H (1.876, -0.682, 2.909)
H (-2.099, -4.719, 0.826)
H (-3.590, -4.754, -1.133)
H (-4.188, -3.824, -3.335)
H (-3.772, -2.199, -5.149)
H (-1.953, -0.529, -4.899)
H (-0.637, -0.415, -2.853)
C (-3.931, 1.975, -2.980)
C (-3.154, 3.062, -2.253)
N (-1.733, 3.060, -2.611)
C (-1.341, 3.958, -3.708)
C (-0.977, 5.344, -3.201)
C (-0.820, 2.348, -1.961)
S (-1.375, 1.295, -0.692)
N (0.464, 2.563, -2.289)
C (1.373, 1.629, -2.171)
O (1.121, 0.388, -1.918)
C (2.783, 2.011, -2.391)
C (3.798, 1.120, -2.052)
C (5.124, 1.493, -2.193)
C (5.441, 2.753, -2.681)
C (4.432, 3.644, -3.023)
C (3.106, 3.276, -2.877)
H (-4.991, 2.045, -2.734)
H (-3.572, 0.988, -2.689)
H (-3.828, 2.077, -4.061)
H (-3.251, 2.950, -1.174)
H (-3.538, 4.049, -2.511)
H (-2.190, 4.001, -4.390)
H (-0.507, 3.511, -4.242)
H (-1.805, 5.796, -2.654)
H (-0.730, 5.997, -4.038)
H (-0.113, 5.286, -2.540)
H (3.541, 0.150, -1.650)
H (5.912, 0.805, -1.915)
H (6.477, 3.044, -2.792)
H (4.681, 4.626, -3.403)
H (2.310, 3.962, -3.134)
S (3.258, -3.243, -2.295)
C (3.820, -3.112, -0.687)
C (3.041, -2.252, 0.007)
N (2.012, -1.699, -0.724)
C (2.017, -2.149, -1.956)
H (4.682, -3.652, -0.334)
H (3.163, -1.978, 1.040)
H (1.304, -1.840, -2.704)

Forces on the atoms, in the same order (eV/Å):
W 0.48 0.64 -0.06
O 0.01 -0.01 0.03
C 0.02 0.06 0.02
C 0.01 -0.01 0.01
C 0.00 0.00 -0.01
C 0.00 0.01 0.00
C -0.01 0.01 0.00
C 0.00 -0.06 0.00
C -0.07 0.13 0.25
O -0.44 -0.34 -0.28
N 0.01 0.04 -0.05
N 0.06 -0.21 -0.09
C -0.07 0.05 0.03
C 0.09 -0.06 0.10
Br -0.04 0.02 -0.10
C -0.01 0.04 -0.03
C -0.03 -0.05 0.00
C 0.00 0.04 -0.02
C 0.01 -0.04 0.02
C -0.01 0.02 -0.02
C 0.00 -0.01 0.01
C 0.02 0.02 0.00
H 0.02 -0.03 -0.02
H 0.00 0.00 0.00
H 0.00 0.00 0.00
H 0.00 0.00 0.00
H 0.00 0.00 0.00
H 0.02 -0.03 -0.02
H 0.02 -0.01 0.03
H 0.00 0.01 -0.02
H 0.02 0.00 -0.01
H 0.00 -0.02 0.01
H 0.00 0.01 0.00
H 0.00 0.00 0.00
H 0.00 0.00 0.00
H 0.00 -0.01 0.00
C 0.00 0.01 -0.03
C -0.01 -0.03 0.00
C 0.03 0.01 0.04
C -0.05 0.04 -0.09
C -0.12 -0.04 -0.05
C 0.06 0.08 0.01
C -0.03 -0.06 -0.06
C -0.01 -0.02 0.01
C -0.04 -0.04 -0.01
C 0.07 0.08 0.01
C 0.01 -0.01 0.03
C -0.02 -0.01 -0.02
C 0.02 0.05 0.00
C -0.05 -0.05 0.03
C 0.00 -0.02 -0.01
N -0.02 0.16 0.17
H 0.00 0.02 0.00
H 0.00 0.00 0.00
H 0.00 0.02 -0.01
H 0.00 0.00 0.01
H 0.00 0.01 -0.01
H 0.00 0.00 0.01
H 0.00 0.00 0.00
H 0.00 0.00 0.00
H 0.00 0.00 0.00
H -0.01 0.02 -0.03
C -0.02 0.01 -0.01
C -0.03 -0.04 0.01
N 0.03 0.02 -0.02
C 0.01 -0.02 -0.01
C -0.01 0.00 0.01
C 0.10 0.15 -0.01
S 0.16 -0.19 0.09
N -0.09 -0.03 0.03
C -0.12 0.12 -0.08
O -0.07 -0.31 0.15
C 0.04 -0.05 0.03
C 0.00 0.00 0.01
C 0.00 0.00 -0.01
C 0.00 0.01 0.00
C 0.02 -0.01 0.00
C -0.02 0.01 -0.01
H 0.01 0.00 0.00
H 0.01 -0.01 0.00
H 0.00 0.00 0.00
H 0.01 0.01 -0.01
H 0.01 0.01 -0.01
H -0.01 0.00 0.00
H -0.01 0.00 0.01
H 0.00 0.00 0.00
H 0.00 -0.01 0.00
H 0.01 0.00 0.01
H 0.01 0.01 -0.01
H 0.00 0.00 0.00
H 0.00 0.00 0.00
H 0.00 0.00 0.00
H 0.00 0.00 0.00
S 0.05 -0.06 0.00
C 0.03 0.04 -0.01
C 0.05 0.08 -0.07
N -0.10 -0.02 0.05
C -0.02 -0.05 0.03
H 0.00 0.00 -0.01
H 0.03 -0.02 0.04
H 0.01 -0.04 0.03

Computed properties:
Orbital gap (spin up / spin down) = 6.43 / 6.44 eV
Relative energy (zero: lowest compared OMol25 entry of this formula, charge and spin) = 0.00 kJ/mol
Maximum force = 0.8 eV/A
Charge = +1

=====

4.
Molecular formula: C25H41Cl3FeN3O3Si
Method: DFT, ωB97M-V/def2-TZVPD

Geometry (Å):
C (2.743, -2.227, -3.037)
C (2.063, -1.569, -4.198)
H (2.766, -3.317, -3.149)
H (2.214, -1.992, -2.101)
H (3.787, -1.887, -2.916)
C (1.868, -2.147, -5.395)
C (2.422, -3.474, -5.776)
H (1.265, -1.639, -6.143)
H (2.323, -4.221, -4.978)
H (3.485, -3.402, -6.044)
H (1.906, -3.861, -6.659)
Fe (1.179, -0.533, 4.953)
Cl (2.555, 1.099, 5.259)
Cl (0.697, -0.846, 2.834)
C (-0.292, 2.525, 2.747)
O (-1.167, 1.972, 3.426)
N (-0.543, 3.300, 1.661)
C (-1.916, 3.493, 1.243)
C (0.473, 4.167, 1.075)
H (0.797, 2.439, 2.967)
H (-2.565, 2.916, 1.905)
H (-2.042, 3.147, 0.211)
H (-2.176, 4.556, 1.293)
H (1.435, 3.944, 1.550)
H (0.232, 5.228, 1.236)
H (0.554, 4.000, -0.007)
H (0.577, -4.579, 2.966)
H (-0.365, -3.030, 1.220)
C (-0.404, -4.640, 3.462)
C (-1.354, -3.294, 1.616)
N (-1.270, -3.554, 3.032)
H (-0.263, -4.572, 4.547)
C (-1.911, -2.751, 3.922)
O (-2.749, -1.897, 3.639)
H (-2.051, -2.471, 1.447)
H (-1.571, -2.964, 4.962)
H (-0.852, -5.620, 3.220)
H (-1.701, -4.195, 1.095)
O (0.295, -0.384, -3.167)
C (1.503, -0.183, -3.898)
C (0.091, 0.645, -5.856)
C (1.281, 0.680, -5.129)
H (-0.733, 0.013, -5.513)
C (-0.020, 1.419, -7.017)
H (2.238, 0.318, -3.246)
C (2.333, 1.521, -5.515)
H (-0.956, 1.409, -7.576)
C (1.052, 2.203, -7.448)
C (2.236, 2.252, -6.699)
H (3.221, 1.551, -4.878)
H (0.983, 2.770, -8.380)
H (3.077, 2.868, -7.020)
Si (-0.606, 0.438, -2.033)
Cl (1.566, -2.411, 6.004)
C (-2.392, 0.046, -2.431)
C (-0.294, 2.275, -2.220)
C (-0.136, -0.229, -0.353)
H (-2.598, 0.215, -3.496)
H (-3.074, 0.679, -1.846)
H (-2.627, -1.003, -2.206)
H (-0.225, -1.327, -0.338)
H (-0.757, 0.173, 0.462)
H (0.909, 0.026, -0.126)
H (-0.404, 2.574, -3.273)
H (0.724, 2.538, -1.906)
H (-0.998, 2.878, -1.629)
C (-2.194, 1.136, 8.073)
C (-1.481, 2.017, 7.257)
C (-0.603, 1.505, 6.305)
N (-0.407, 0.173, 6.166)
C (-1.126, -0.688, 6.923)
C (-2.024, -0.238, 7.884)
H (-2.859, 1.512, 8.849)
H (-1.591, 3.100, 7.326)
H (-0.031, 2.153, 5.649)
H (-0.951, -1.748, 6.749)
H (-2.574, -0.977, 8.465)

Forces on the atoms, in the same order (eV/Å):
C 0.22 -0.15 0.20
C -0.37 0.09 -0.78
H 0.03 0.24 0.09
H 0.11 -0.03 -0.25
H -0.32 -0.04 -0.07
C 0.13 0.47 0.87
C 0.00 -0.58 -0.30
H 0.28 0.12 0.06
H 0.08 0.15 -0.18
H -0.15 -0.03 0.11
H 0.06 -0.04 0.11
Fe -0.52 0.14 -0.22
Cl 1.10 1.44 0.20
Cl -0.16 -0.23 -1.14
C -0.72 -0.81 1.20
O 1.37 0.99 -1.14
N -0.06 0.35 -0.18
C 0.07 -0.01 -0.10
C -0.12 -0.39 0.12
H -0.45 -0.08 0.07
H 0.13 0.10 -0.11
H -0.09 0.07 0.11
H -0.07 -0.05 0.00
H -0.15 0.07 -0.16
H 0.01 -0.21 0.05
H 0.01 0.00 0.22
H -0.24 0.12 0.22
H -0.14 0.04 0.16
C -0.09 0.22 0.07
C -0.06 -0.18 -0.13
N 0.00 -0.05 0.17
H 0.11 -0.02 -0.27
C -0.27 0.35 -0.26
O 0.76 -0.82 0.37
H 0.13 -0.11 0.03
H -0.27 0.10 -0.31
H 0.07 0.24 0.02
H -0.08 0.08 -0.03
O 0.08 -0.13 -0.38
C -0.63 -0.14 0.48
C 0.24 0.23 -0.17
C 0.23 0.14 0.38
H 0.30 0.23 -0.10
C 0.06 -0.06 0.23
H -0.09 0.06 -0.16
C -0.43 -0.25 -0.39
H 0.27 0.00 0.05
C 0.22 -0.06 0.00
C -0.19 -0.07 0.24
H -0.16 0.08 -0.33
H -0.05 -0.14 0.34
H -0.27 -0.10 0.01
Si 0.20 -0.32 0.24
Cl 0.14 -1.53 0.76
C -0.13 -0.01 -0.13
C 0.03 0.24 -0.11
C -0.04 0.24 -0.25
H 0.00 0.00 0.18
H 0.14 -0.14 -0.09
H 0.08 0.22 -0.03
H 0.02 0.37 0.01
H 0.21 -0.15 -0.15
H -0.24 -0.11 0.09
H 0.01 -0.06 0.19
H -0.15 -0.03 -0.04
H 0.19 -0.18 -0.12
C 0.30 -0.10 -0.26
C -0.02 -0.12 -0.08
C -0.25 -0.96 0.42
N -0.76 0.30 0.56
C 0.18 1.03 -0.28
C -0.02 0.06 -0.05
H 0.07 -0.08 -0.21
H -0.04 -0.32 0.12
H -0.06 -0.24 0.16
H 0.10 0.30 0.08
H 0.08 0.26 -0.04

Computed properties:
Multiplicity = 5
Orbital gap (spin up / spin down) = 7.33 / 6.25 eV
Relative energy (zero: lowest compared OMol25 entry of this formula, charge and spin) = 0.00 kJ/mol
Maximum force = 2.0 eV/A
<S²> = 6.01
Charge = -1

=====

5.
Molecular formula: C5H6N
Method: DFT, ωB97M-V/def2-TZVPD

Geometry (Å):
C (-2.640, -0.016, 0.103)
C (-3.896, -0.073, 0.326)
C (-1.404, -0.698, -0.308)
C (-1.374, 0.759, -0.505)
C (-0.461, 0.140, 0.546)
N (1.023, 0.019, 0.214)
H (-1.156, -1.598, -1.119)
H (-1.597, 1.479, -1.238)
H (-0.493, 0.133, 1.631)
H (1.686, 0.674, 0.901)
H (1.186, 0.212, -0.725)
H (1.273, -1.072, 0.436)

Forces on the atoms, in the same order (eV/Å):
C 2.47 0.32 -1.12
C -0.73 0.10 0.25
C 1.27 -2.09 -2.52
C -1.84 -1.87 3.02
C 0.29 0.01 -0.70
N 1.24 -1.97 4.88
H -0.91 2.41 2.57
H 0.65 0.90 -0.82
H -0.72 0.47 -0.11
H -2.20 -2.06 -2.40
H 0.79 0.45 -2.26
H -0.30 3.34 -0.79

Computed properties:
Orbital gap = 9.24 eV
Relative energy (zero: lowest compared OMol25 entry of this formula, charge and spin) = 773.98 kJ/mol
Maximum force = 5.4 eV/A
Charge = +1

=====

Repeat the first record exactly.
Molecular formula: C5H10N2PS
Method: DFT, ωB97M-V/def2-TZVPD

Geometry (Å):
C (2.606, 0.993, -0.626)
C (2.059, 2.028, 0.193)
C (-2.288, 0.346, -0.501)
C (-3.316, -0.752, -0.203)
C (-0.937, -1.482, 0.588)
N (1.643, 0.670, 0.371)
N (-1.968, -0.923, 0.156)
P (0.913, -0.745, 1.059)
S (1.799, -2.194, -0.052)
H (2.220, 0.936, -1.693)
H (3.605, 0.639, -0.342)
H (2.551, 2.667, 1.028)
H (1.284, 2.598, -0.311)
H (-1.799, 0.536, -1.466)
H (-2.435, 1.199, 0.187)
H (-4.083, -0.513, 0.556)
H (-3.630, -1.437, -0.933)
H (-1.023, -2.378, 1.210)
H (2.797, -2.187, 0.776)

Forces on the atoms, in the same order (eV/Å):
C 0.96 -1.67 -2.18
C -1.45 3.25 2.31
C -0.54 -0.41 0.19
C -0.91 1.00 0.38
C 2.15 0.17 1.12
N -1.48 -2.66 1.38
N 0.56 2.09 0.08
P -0.46 2.48 -0.03
S -0.55 -0.76 -1.20
H 1.07 0.03 1.28
H -0.26 0.08 -0.83
H -0.48 -1.67 -1.46
H 0.11 0.35 0.09
H -0.59 -0.25 0.37
H 0.58 -0.55 -0.44
H 0.75 -0.29 -0.21
H -0.45 -0.64 -1.09
H -0.24 -0.30 -0.45
H 1.24 -0.23 0.70

Computed properties:
Orbital gap = 8.33 eV
Relative energy (zero: lowest compared OMol25 entry of this formula, charge and spin) = 314.35 kJ/mol
Maximum force = 4.2 eV/A
Charge = +1

=====

Please write out number 1 again, unchanged.
Molecular formula: C5H10N2PS
Method: DFT, ωB97M-V/def2-TZVPD

Geometry (Å):
C (2.606, 0.993, -0.626)
C (2.059, 2.028, 0.193)
C (-2.288, 0.346, -0.501)
C (-3.316, -0.752, -0.203)
C (-0.937, -1.482, 0.588)
N (1.643, 0.670, 0.371)
N (-1.968, -0.923, 0.156)
P (0.913, -0.745, 1.059)
S (1.799, -2.194, -0.052)
H (2.220, 0.936, -1.693)
H (3.605, 0.639, -0.342)
H (2.551, 2.667, 1.028)
H (1.284, 2.598, -0.311)
H (-1.799, 0.536, -1.466)
H (-2.435, 1.199, 0.187)
H (-4.083, -0.513, 0.556)
H (-3.630, -1.437, -0.933)
H (-1.023, -2.378, 1.210)
H (2.797, -2.187, 0.776)

Forces on the atoms, in the same order (eV/Å):
C 0.96 -1.67 -2.18
C -1.45 3.25 2.31
C -0.54 -0.41 0.19
C -0.91 1.00 0.38
C 2.15 0.17 1.12
N -1.48 -2.66 1.38
N 0.56 2.09 0.08
P -0.46 2.48 -0.03
S -0.55 -0.76 -1.20
H 1.07 0.03 1.28
H -0.26 0.08 -0.83
H -0.48 -1.67 -1.46
H 0.11 0.35 0.09
H -0.59 -0.25 0.37
H 0.58 -0.55 -0.44
H 0.75 -0.29 -0.21
H -0.45 -0.64 -1.09
H -0.24 -0.30 -0.45
H 1.24 -0.23 0.70

Computed properties:
Orbital gap = 8.33 eV
Relative energy (zero: lowest compared OMol25 entry of this formula, charge and spin) = 314.35 kJ/mol
Maximum force = 4.2 eV/A
Charge = +1

=====

> Which of these has the highest maximum force?

C5H6N

=====

> Among the records above, which one has the lowest charge?

C25H41Cl3FeN3O3Si